## a
# C7H12N2O5

One molecule with the formula C7H12N2O5 (ωB97M-V/def2-TZVPD, OMol25).

For the HOMO-LUMO gap, the calculation gives 9.6 eV. The HOMO energy comes out at -9.34 eV. The total charge is 0. As for the SMILES: C[C@H](N)C(=O)N[C@@H](CC(=O)O)C(=O)O.

Atoms and positions in Å:
1 H -0.89721 1.93790 2.94861
2 C 1.39577 0.04888 -2.84313
3 C 0.73647 -1.17073 -0.63254
4 O 0.22871 0.91242 -3.20519
5 H -3.40744 -0.89603 2.58145
6 N -0.55165 -0.38741 -0.31386
7 H -0.61156 2.06667 0.98167
8 H -0.76911 0.55244 -0.81601
9 C -1.32712 1.85731 1.85591
10 H -0.12648 -1.51993 -2.49980
11 H 1.42426 -2.17889 -2.25459
12 H 3.90349 -0.38647 0.13800
13 H -2.48416 0.52712 0.73382
14 C -1.85883 0.40561 1.65336
15 N -2.62024 -0.22853 2.74609
16 C 0.92067 -1.20155 -2.12838
17 H -1.94593 -0.68814 3.47412
18 H -2.31940 2.62717 1.52354
19 C -0.71622 -0.31664 1.09954
20 C 1.93650 -0.40296 -0.19214
21 O 2.54549 0.09160 -3.16726
22 H 0.74482 -2.12991 -0.28581
23 O 1.80457 0.70728 0.29712
24 O 3.23373 -0.99209 0.00410
25 H 0.61387 1.63641 -3.74225
26 O 0.14704 -0.87155 2.04363



## b
# C7H12N2O5

One molecule with the formula C7H12N2O5 (ωB97M-V/def2-TZVPD, OMol25).

For the HOMO-LUMO gap, the calculation gives 9.7 eV. The HOMO energy comes out at -9.48 eV. The total charge is 0. As for the SMILES: C[C@H](N)C(=O)N[C@@H](CC(=O)O)C(=O)O.

Atoms and positions in Å:
1 O -2.12859 1.60182 -0.84508
2 C 3.38169 -0.10369 -0.72974
3 H -0.05041 0.78079 -0.59870
4 C 1.16279 0.03915 0.58524
5 H -3.13632 0.00410 1.49031
6 H 3.71132 -0.22314 -1.71281
7 H 1.52206 -1.29559 -1.04368
8 C -1.51207 -1.59928 0.31270
9 N 1.36887 0.70818 -1.81872
10 C -1.01349 -0.40473 1.10387
11 H -2.05215 0.66871 -1.12971
12 H 3.70841 0.89879 -0.34400
13 H -2.44971 -3.19128 0.82795
14 C -2.22539 1.73767 0.48832
15 H -0.65541 -0.69608 2.00863
16 O 1.76138 0.04264 1.64781
17 H -2.29470 1.05492 2.40257
18 H 1.36980 0.33921 -2.70279
19 C -2.18202 0.58798 1.42522
20 N -0.09767 0.28102 0.28385
21 C 1.88062 -0.21883 -0.80163
22 H 1.97891 1.55989 -1.81033
23 O -2.57658 -2.19291 0.97910
24 O -0.98927 -2.15918 -0.64674
25 H 3.81227 -1.07871 -0.16017
26 O -2.29436 2.85858 0.78853



Compare the structures above. Which one is the least stable? a is.